Entry 1:
{
  "formula": "CH2Br3PS",
  "method": "ωB97M-V/def2-TZVPD",
  "e_homo_ev": [-8.723, -8.865],
  "lumo_ev": [-0.95, -2.24],
  "gap_ev": [7.78, 6.63],
  "e_above_lowest_kcal_mol": 71.62,
  "species": ["C", "P", "S", "Br", "Br", "Br", "H", "H"],
  "positions_angstrom": [[-2.135, -0.227, 0.429], [2.511, 0.437, -0.652], [1.141, -0.683, -1.777], [-0.844, -1.450, -0.071], [2.475, -0.601, 1.306], [1.534, 2.325, -0.118], [-1.904, 0.155, 1.331], [-2.779, 0.043, -0.449]],
  "forces_ev_per_angstrom": [[-0.379, -2.068, -4.363], [-0.195, -1.076, -0.935], [0.806, 0.706, 0.328], [-0.542, 0.046, 0.148], [0.101, -0.121, 0.361], [-0.443, 0.552, 0.137], [0.095, 1.839, 2.662], [0.556, 0.123, 1.662]]
}

---

Entry 2:
{
  "formula": "CH2BrClO",
  "method": "ωB97M-V/def2-TZVPD",
  "e_homo_ev": -9.686,
  "lumo_ev": 0.04,
  "gap_ev": 9.72,
  "e_above_lowest_kcal_mol": 54.23,
  "species": ["C", "O", "Cl", "Br", "H", "H"],
  "positions_angstrom": [[-0.549, -0.111, 0.006], [1.006, 0.709, 0.254], [-1.695, 1.142, -0.077], [2.317, -0.462, -0.010], [-0.481, -0.558, -1.073], [-0.599, -0.720, 0.900]],
  "forces_ev_per_angstrom": [[3.449, 1.097, -1.999], [-3.783, -1.146, -0.503], [-0.308, 0.406, 0.358], [0.464, -0.525, -0.096], [0.266, 0.368, 2.523], [-0.088, -0.200, -0.284]]
}

---

Entry 3:
{
  "formula": "CH2BrClO",
  "method": "ωB97M-V/def2-TZVPD",
  "e_homo_ev": -9.983,
  "lumo_ev": -1.43,
  "gap_ev": 8.55,
  "e_above_lowest_kcal_mol": 58.54,
  "species": ["C", "O", "Cl", "Br", "H", "H"],
  "positions_angstrom": [[0.301, 0.672, -1.171], [-0.399, -1.082, 1.822], [-0.134, 1.991, -2.133], [1.964, 0.070, -1.777], [-0.389, -0.418, 1.169], [-1.342, -1.233, 2.090]],
  "forces_ev_per_angstrom": [[0.145, 0.035, -0.003], [-1.177, -1.660, 1.841], [-0.374, 0.263, -0.020], [0.211, -0.311, 0.120], [-0.196, 1.286, -1.380], [1.391, 0.386, -0.558]]
}